(1)
This record from OMol25 describes a 11-piece molecular cluster, C52H60N4O20 overall. The level of theory is wB97M-V/def2-TZVPD.

Computed properties:
energy above the lowest of the compared OMol25 structures with the same formula, charge and spin: 273.3 kcal per mole
lowest unoccupied orbital energy: 0.113 Ha
max |F|: 11.93 eV Å⁻¹
HOMO: 0.0212 Ha
gap between HOMO and LUMO: 2.51 eV

```
! wB97M-V def2-TZVPD RIJCOSX def2/J DEFGRID3
* xyz -2 1
O 7.069 -3.614 1.950
O 0.561 0.594 -0.751
O -1.366 6.131 7.294
O -1.282 10.097 4.096
O 2.296 -1.001 -4.680
O -2.495 2.895 -4.113
O 1.225 -10.060 -3.672
O 4.485 3.623 -3.533
O -0.862 -1.674 -9.015
O 1.004 5.623 1.665
O -8.857 -1.445 0.013
O 1.207 -4.301 5.816
O 0.181 0.880 6.289
O -5.103 2.464 -0.494
O 1.063 -1.889 1.341
O 4.958 -5.489 9.747
O -4.776 1.919 -8.952
O 5.467 8.578 -5.659
O 3.125 -5.429 -1.361
O -6.191 -6.238 2.675
N -4.294 -5.061 2.603
N -5.518 -4.504 4.049
N 7.368 -5.781 2.418
N 5.320 -4.839 2.738
C -0.851 2.965 5.657
C -3.443 3.709 -6.101
C -7.734 0.108 -1.359
C 0.180 -2.743 -7.188
C 2.575 -6.565 -2.000
C 3.035 -8.798 -2.875
C 1.176 -2.628 -6.152
C 6.282 6.395 -5.318
C -7.824 -0.539 -0.130
C -5.372 -5.367 3.076
C -6.807 1.154 -1.465
C -0.355 -0.188 0.081
C 4.322 -4.335 7.708
C -1.262 4.199 5.912
C 3.369 -3.993 6.809
C 0.393 6.739 2.295
C -3.937 3.489 -7.362
C 4.063 -5.293 8.695
C -6.044 0.767 0.788
C -0.789 8.963 3.528
C 0.807 -7.845 -2.886
C -4.019 1.149 -6.806
C -0.801 7.252 1.844
C -0.176 2.181 6.579
C -0.158 -1.678 0.555
C -3.504 1.377 -5.501
C -4.226 2.193 -7.757
C -7.025 -0.196 0.936
C 2.147 -4.621 6.843
C 1.676 -8.906 -3.192
C 1.571 -1.311 -5.738
C -0.213 4.149 8.038
C 0.288 -0.266 -7.455
C -0.837 4.902 7.077
C 5.267 7.314 -5.151
C 6.598 -4.657 2.342
C 4.000 7.026 -4.632
C 1.142 -0.192 -6.373
C -1.415 8.315 2.477
C -3.143 2.666 -5.236
C 0.501 8.530 4.005
C 0.127 2.790 7.882
C 5.992 5.105 -4.816
C 3.820 5.832 -3.985
C 1.192 -6.659 -2.373
C -6.013 1.460 -0.397
C -0.140 -1.598 -7.914
C 1.021 7.406 3.352
C 3.480 -7.630 -2.223
C 4.791 4.846 -4.166
C 1.758 -5.423 7.936
C 2.746 -5.734 8.887
H 8.340 -5.508 2.453
H -3.963 -4.107 2.620
H 2.366 -6.440 9.611
H -0.457 -1.212 -9.752
H 1.070 9.086 4.735
H -5.126 1.030 -8.856
H -0.026 -3.761 -7.482
H -0.795 0.453 0.845
H 5.249 -3.783 7.662
H 0.311 -10.027 -3.965
H 2.857 5.607 -3.550
H -2.416 8.581 2.172
H -3.304 0.536 -4.853
H -9.213 -1.810 -0.800
H -2.222 6.151 6.861
H 6.673 4.305 -5.069
H 0.723 2.251 8.604
H -4.514 2.306 -1.235
H 3.687 -9.617 -3.141
H -3.745 -5.824 2.232
H 0.434 5.101 1.094
H 5.103 -5.825 2.700
H -1.002 -2.008 1.161
H -4.973 -3.664 4.182
H 0.402 -6.010 -2.024
H -1.857 4.736 5.189
H -1.993 2.155 -3.763
H 4.624 -4.155 2.481
H 3.179 7.718 -4.749
H 1.914 6.970 3.774
H -8.451 -0.119 -2.134
H -6.641 1.678 -2.395
H -5.284 1.011 1.516
H -3.254 4.741 -5.845
H 1.843 -0.389 -4.095
H -0.247 -8.044 -3.016
H 0.065 4.593 8.982
H -0.093 0.658 -7.863
H 1.529 0.770 -6.073
H -1.193 10.183 5.048
H -0.004 0.584 5.395
H -1.270 6.759 1.005
H 0.817 -5.947 8.016
H 6.073 8.443 -6.391
H 3.563 3.806 -3.337
H -0.081 -2.279 -0.351
H -1.294 -0.202 -0.473
H 2.570 -4.853 -0.829
H -3.958 4.335 -8.032
H 4.524 -7.502 -1.977
H 1.616 -3.962 5.017
H -6.466 -4.523 4.397
H -1.037 2.425 4.740
H 1.470 -3.571 -5.716
H 3.463 -3.197 6.085
H -6.996 -0.880 1.771
H 7.199 6.740 -5.771
H 6.972 -6.710 2.451
H -4.214 0.124 -7.085
H 4.638 -5.201 10.605
*
```

Atomic partial charges in e from the Mulliken method, atoms 1 to 99: O -0.6149; O -0.8828; O -0.5721; O -0.5839; O -0.5868; O -0.5687; O -0.5403; O -0.4884; O -0.5552; O -0.5442; O -0.5375; O -0.5198; O -0.4921; O -0.5241; O -0.9172; O -0.5821; O -0.5558; O -0.5403; O -0.5451; O -0.6959; N -0.2984; N -0.4572; N -0.4142; N -0.4062; C -0.5296; C -0.6324; C -0.4705; C -0.4674; C 0.3667; C -0.4629; C -0.6066; C -0.6002; C 0.6680; C 0.6546; C -0.5113; C -0.3455; C -0.3781; C -0.5218; C -0.4694; C 0.2649; C -0.3069; C 0.1755; C -0.4635; C 0.6775; C -0.1748; C -0.3948; C -0.2759; C 0.5820; C 0.1371; C -0.8004; C 0.5295; C -0.5208; C 0.4917; C 0.6033; C 0.3207; C -0.3518; C -0.4522; C 0.5553; C 0.7559; C 0.5737; C -0.6900; C -0.4029; C -0.7463; C 0.6224; C -0.5799; C -0.6899; C -0.5659; C -0.3783; C -0.8808; C 0.2312; C 0.3122; C -0.3322; C -0.5311; C 0.5289; C -0.5865; C -0.3163; H 0.2223; H 0.1742; H 0.3343; H 0.3352; H 0.3663; H 0.2933; H 0.3791; H 0.0777; H 0.4088; H 0.2846; H 0.3483; H 0.4022; H 0.5207; H 0.2959; H 0.3067; H 0.3738; H 0.3802; H 0.2820; H 0.3840; H 0.1905; H 0.3003; H 0.1784; H -0.0469

***

(2)
This record from OMol25 describes C52H61CrN6OPS4 as an isolated structure. The level of theory is wB97M-V/def2-TZVPD.

Computed properties:
<S²>: 0.765
lowest unoccupied orbital energy (alpha / beta): -0.089 / -0.074 Ha
max |F|: 0.97 eV Å⁻¹
HOMO (alpha / beta): -0.3712 / -0.3643 Ha
gap between HOMO and LUMO (alpha / beta): 7.67 / 7.90 eV

```
! wB97M-V def2-TZVPD RIJCOSX def2/J DEFGRID3
* xyz 1 2
Cr -0.676 -0.041 -0.551
S -0.306 1.845 3.175
S -0.407 3.118 0.184
S 2.943 -0.087 -0.468
S 2.198 3.945 2.035
P -0.646 0.906 -2.801
O 1.575 0.251 -1.012
N 0.560 2.831 -4.430
N -1.324 -2.131 3.157
N 0.576 0.548 -5.288
N -2.757 -0.896 1.908
N -0.509 -1.063 1.236
N -1.483 1.835 -5.296
C -4.445 2.047 -0.467
C 4.395 3.638 -1.264
C -0.202 -4.012 0.867
C 3.639 2.480 -1.356
C 1.930 -3.752 2.122
C 0.566 4.611 -0.188
C -1.511 -1.360 2.034
C 0.297 2.496 -3.040
C -2.536 0.570 -0.024
C 5.695 2.653 0.511
C 4.152 -1.459 -4.115
C 4.927 1.502 0.435
C 5.423 3.721 -0.334
C -1.688 2.937 2.742
C -2.004 1.347 -4.028
C 1.586 -1.045 2.470
C -1.280 -1.677 -1.568
C 4.805 -2.631 -3.754
C 4.967 -2.955 -2.415
C 3.643 -0.617 -3.139
C -2.665 -4.628 5.487
C 1.380 5.188 0.973
C 2.639 -1.686 3.100
C -0.671 -3.095 5.703
C -2.606 -2.065 -1.768
C 1.320 1.789 -5.114
C 2.815 -3.048 2.923
C -4.022 -4.660 3.513
C -0.672 0.840 -5.987
C -1.867 -3.623 4.959
C -2.915 -3.257 -2.411
C 0.676 -1.749 1.683
C 1.274 4.174 3.604
C 4.433 -2.131 -1.436
C -5.282 0.018 2.618
C -1.904 -4.085 -2.879
C 3.764 -0.973 -1.806
C -1.563 3.764 1.445
C 0.828 -3.138 1.528
C -2.175 -3.124 3.686
C -0.278 -2.513 -2.068
C -0.696 3.051 -5.146
C 0.757 2.884 4.225
C -3.265 0.097 1.070
C -3.240 -3.657 2.962
C -5.125 1.543 0.631
C -4.547 0.562 1.418
C -0.581 -3.701 -2.718
C 3.910 1.424 -0.506
C -3.744 -5.140 4.781
C -3.186 1.565 -0.770
C 0.323 -0.126 -4.023
H -0.245 -1.038 -4.222
H 4.027 -1.206 -5.159
H 3.625 -3.564 3.423
H -0.369 -2.185 3.473
H 0.455 4.864 3.407
H -2.617 0.459 -4.204
H 0.259 -3.388 5.202
H -0.690 -2.004 5.764
H -2.431 -5.021 6.468
H -0.966 -3.437 0.354
H 1.267 -0.419 -3.567
H 1.595 2.165 -6.101
H 2.841 2.398 -2.082
H -2.540 3.824 0.969
H 1.961 4.647 4.306
H -4.711 0.163 3.540
H 1.586 2.221 4.477
H -3.434 -3.319 1.952
H 0.768 -2.244 -1.932
H 1.232 2.426 -2.485
H -0.638 -3.494 6.714
H 6.007 4.628 -0.258
H 6.498 2.719 1.232
H -1.223 4.775 1.669
H -1.862 3.597 3.592
H 0.769 5.813 1.621
H -6.112 1.911 0.879
H -1.282 3.798 -4.606
H -4.905 2.810 -1.083
H -3.379 -1.194 2.643
H -2.531 2.254 2.656
H -0.462 3.435 -6.141
H -4.355 -5.920 5.215
H 5.490 -3.858 -2.130
H -0.103 5.373 -0.591
H -0.687 -4.635 1.623
H 1.435 0.018 2.601
H -3.414 -1.440 -1.410
H -0.428 1.229 -6.978
H -4.836 -5.079 2.936
H -1.246 -0.083 -6.097
H 1.239 4.283 -0.979
H 0.209 3.115 5.140
H -5.502 -1.047 2.508
H 3.317 -1.120 3.727
H -6.231 0.537 2.738
H 2.053 -4.821 1.993
H 5.107 0.663 1.097
H -0.295 3.301 -2.600
H 5.187 -3.291 -4.521
H 3.174 0.318 -3.418
H -2.147 -5.022 -3.364
H -2.646 2.118 -3.596
H 0.219 -4.334 -3.084
H 2.236 1.585 -4.553
H 0.264 -4.680 0.143
H 2.172 5.814 0.564
H 4.184 4.470 -1.923
H 4.520 -2.384 -0.388
H -3.952 -3.542 -2.541
H -2.679 1.985 -1.628
*
```

Atomic partial charges in e from the Mulliken method, atoms 1 to 99: Cr -0.6294; S 0.3355; S 0.8336; S 0.4167; S 0.1422; P 3.8582; O -0.3003; N 0.1820; N 0.4961; N 0.2670; N 0.8331; N 1.9068; N 0.2217; C -1.2896; C -0.7466; C -1.5280; C 0.3203; C -0.8273; C -0.9950; C -1.0745; C -0.8222; C 1.4803; C -0.7939; C -0.3464; C -0.5321; C -0.6222; C -0.7626; C -1.6042; C 0.4758; C 1.1638; C -0.6899; C -0.7578; C 0.1288; C -0.7572; C -1.1124; C -0.9735; C -1.5515; C -0.5826; C -0.9368; C -0.9080; C -1.1510; C -0.9396; C 0.6127; C -0.6150; C -2.5038; C -0.8518; C -0.6686; C -1.7898; C -1.0818; C 0.5675; C -1.5613; C 1.7917; C 0.5055; C -0.3471; C -1.0218; C -1.0641; C -0.7341; C -0.1516; C -1.0303; C 1.6642; C -0.6371; C 0.5946; C -0.7348; C -0.0025; C -0.1736; H 0.7220; H 0.4682; H 0.4602; H -0.0185; H 0.2148; H 0.3571; H 0.2595; H 0.3258; H 0.4146; H -0.2349; H -1.1460; H 0.3748; H 0.1023; H 0.6512; H 0.5651; H 0.3484; H 0.3712; H 0.5746; H 0.0330; H -1.0803; H 0.4458; H 0.4233; H 0.4240; H 0.6758; H 0.6808; H 0.5447; H 0.4050; H 0.3608; H 0.4537; H 0.2694; H -0.0293; H 0.3270; H 0.4151; H 0.4381

***

(3)
This record from OMol25 describes a 3-piece molecular cluster, C52H62FN3O10PS3 overall. The level of theory is wB97M-V/def2-TZVPD.

Computed properties:
energy above the lowest of the compared OMol25 structures with the same formula, charge and spin: 151.6 kcal per mole
lowest unoccupied orbital energy: -0.118 Ha
max |F|: 4.49 eV Å⁻¹
HOMO: -0.3980 Ha
gap between HOMO and LUMO: 7.61 eV

```
! wB97M-V def2-TZVPD RIJCOSX def2/J DEFGRID3
* xyz 1 1
S 1.772 -1.751 -2.782
S 2.936 -4.466 -2.178
S -5.045 1.041 1.952
P -0.040 0.186 2.646
F -2.039 1.943 2.637
O -2.331 -5.984 -2.079
O -4.835 -3.194 -0.391
O -1.911 7.186 3.356
O 6.867 -2.306 -8.864
O -1.047 -5.585 -0.134
O -6.258 -3.947 -1.704
O -2.316 0.262 -3.215
O -2.678 -0.268 2.708
O -4.059 6.309 8.160
O 6.007 0.427 -4.363
N -6.102 -3.721 -0.549
N 2.938 -2.527 -0.222
N -2.977 -0.159 -0.245
C -4.260 4.253 6.281
C -4.018 -1.537 -2.958
C -1.781 9.272 5.211
C 0.930 1.775 3.024
C -2.960 -3.330 2.091
C 7.943 0.268 -8.711
C 4.684 -3.535 -4.546
C 4.861 -4.232 -5.739
C -1.813 0.634 2.016
C -4.344 3.279 5.292
C 2.588 -2.918 -1.609
C -2.426 6.996 4.444
C 2.276 -3.547 0.659
C -0.702 -4.168 -2.264
C -2.385 10.067 7.406
C 6.231 -0.208 -5.381
C 2.190 -2.986 2.178
C -2.213 -5.545 0.770
C -3.595 6.520 7.053
C -3.963 -0.466 2.098
C -3.650 -1.151 0.649
C -2.977 7.827 6.734
C 7.211 -0.313 -7.674
C -2.563 -2.353 0.862
C 1.287 -0.198 -1.873
C -1.450 -5.333 -1.472
C 5.022 -1.068 0.287
C -3.104 5.714 4.742
C -3.195 4.736 3.751
C 4.429 -2.522 -0.048
C -2.391 8.047 5.487
C 6.970 0.410 -6.505
C -1.948 0.728 0.423
C -3.674 -0.009 -2.756
C 0.235 -0.515 -0.664
C 5.973 -2.316 -6.694
C -2.978 8.842 7.691
C -3.648 5.476 6.004
C -0.300 -0.867 4.192
C 6.695 -1.692 -7.827
C 5.773 -1.610 -5.508
C 8.421 1.568 -8.582
C 8.163 2.295 -7.423
C -1.912 -4.570 2.013
C -0.555 0.826 -0.383
C -4.988 -1.853 0.210
C 5.505 -3.626 -6.811
C -1.779 10.278 6.170
C -3.859 0.565 -1.247
C -3.818 3.523 4.025
C 5.133 -2.224 -4.432
C 7.439 1.719 -6.385
H -3.332 -2.205 -2.312
H 3.254 -2.852 2.561
H -2.785 4.918 2.763
H 4.666 -3.194 0.845
H 2.005 1.457 3.295
H -1.992 -0.471 -3.777
H -2.918 -2.814 3.105
H -6.319 0.791 2.454
H 7.245 2.288 -5.483
H -2.489 -6.598 1.115
H 4.189 -4.014 -3.698
H -4.824 2.330 5.508
H -1.312 9.444 4.248
H 1.028 2.470 2.118
H -1.407 -3.413 -2.748
H 0.871 -0.922 0.185
H -2.358 -2.923 -0.114
H -1.827 -5.130 3.001
H -3.995 -3.818 1.942
H 8.146 -0.292 -9.618
H -2.412 -0.767 -0.890
H -2.394 10.857 8.149
H 0.858 0.567 -2.616
H 8.994 2.015 -9.387
H -4.358 0.626 -3.413
H -4.946 0.654 -0.934
H -5.111 -1.819 -2.838
H 8.530 3.312 -7.326
H 0.543 2.345 3.939
H 4.986 -1.684 -3.501
H -3.739 -1.812 -4.045
H -4.527 -1.193 2.790
H 5.646 -4.176 -7.736
H 4.502 -5.252 -5.830
H -1.308 11.231 5.952
H -0.675 -1.893 3.821
H -3.444 8.681 8.657
H 2.904 -4.503 0.721
H -5.704 -1.302 -0.475
H 1.591 -2.011 2.239
H -4.676 4.060 7.264
H -3.050 -5.055 0.149
H -1.527 -1.933 1.163
H 4.240 -0.299 0.598
H -0.890 -4.084 1.807
H 5.591 -0.662 -0.627
H -3.542 1.664 -1.415
H 0.161 1.561 0.133
H 1.658 -3.811 2.777
H 5.001 -2.923 -0.947
H -1.132 -0.451 4.859
H -0.394 -1.398 -1.050
H -3.893 2.765 3.250
H 5.790 -1.169 1.141
H -5.600 -2.061 1.170
H -0.095 -3.578 -1.483
H -2.349 1.810 0.312
H 2.216 0.241 -1.384
H 1.220 -3.716 0.263
H -0.805 1.303 -1.403
H 0.662 -1.020 4.780
H 0.049 -4.542 -3.031
*
```

Atomic partial charges in e from the Mulliken method, atoms 1 to 99: S -0.0146; S -0.1867; S -0.3413; P 0.6356; F -0.1018; O -0.5985; O -0.0538; O -0.6838; O -0.6646; O -0.3775; O -0.2201; O -0.5082; O -0.3631; O -0.6653; O -0.7112; N -0.0122; N 0.3084; N 1.3214; C -0.9039; C -1.0854; C -0.5485; C -1.1559; C -0.8138; C -0.5617; C 0.5103; C -0.9004; C -0.0804; C -0.4129; C -0.3044; C 0.5539; C -0.0761; C 0.2313; C -0.4715; C 0.4050; C -0.8811; C -0.3629; C 0.7145; C -0.6693; C 0.4170; C 0.2236; C 0.1618; C 0.7967; C -1.0009; C 0.4701; C -0.9919; C 0.1530; C -0.7799; C -0.3898; C 0.1721; C 0.1924; C -0.2686; C 0.0978; C 2.2083; C 0.1956; C -0.5444; C 0.0796; C -0.8522; C 0.6611; C -0.0603; C -0.4796; C -0.4791; C 0.0744; C -1.8473; C -1.4361; C -0.6664; C -0.4920; C -0.6351; C 0.5662; C -0.1260; C -0.4812; H 0.2046; H 0.4684; H 0.4821; H 0.4358; H 0.3626; H 0.3740; H 0.3770; H 0.2478; H 0.4497; H 0.3770; H -0.3177; H 0.4490; H 0.4568; H 0.3789; H 0.0401; H -0.6360; H -0.1808; H 0.5079; H 0.1891; H 0.4650; H -0.4002; H 0.4015; H 0.5607; H 0.3981; H 0.3483; H 0.4465; H 0.2445; H 0.3989; H 0.3280